Model one:
{"formula": "C5H15N2", "method": "ωB97M-V/def2-TZVPD", "spin_multiplicity": 2, "orbital_gap_ev": [13.08, 7.53], "charge": 2, "elements": ["N", "N", "C", "C", "C", "C", "C", "H", "H", "H", "H", "H", "H", "H", "H", "H", "H", "H", "H", "H", "H", "H"], "positions_angstrom": [[1.47, 1.98, 1.53], [-1.28, -1.73, -1.52], [-0.35, 1.29, 0.05], [0.58, 0.36, -0.74], [-0.68, -1.76, -0.08], [0.70, -1.07, -0.16], [0.16, 1.36, 1.57], [0.46, 0.38, -1.83], [-1.45, -0.79, -1.91], [1.06, -1.09, 0.88], [-0.66, 2.03, 1.86], [-0.69, -2.24, -2.18], [-0.57, -2.79, 0.23], [0.11, 0.41, 2.09], [-0.22, 2.31, -0.34], [1.70, 2.62, 0.77], [-1.37, 0.98, -0.16], [-2.19, -2.17, -1.53], [1.65, 0.66, -0.86], [1.28, -1.81, -0.73], [-1.44, -1.30, 0.64], [1.74, 2.38, 2.44]]}



Model two:
{"formula": "C5H15N2", "method": "ωB97M-V/def2-TZVPD", "spin_multiplicity": 2, "orbital_gap_ev": [11.03, 7.19], "charge": 2, "elements": ["N", "N", "C", "C", "C", "C", "C", "H", "H", "H", "H", "H", "H", "H", "H", "H", "H", "H", "H", "H", "H", "H"], "positions_angstrom": [[0.25, -0.94, -0.66], [-1.12, -1.26, 1.89], [-0.20, 0.70, 2.96], [1.63, 0.57, -2.03], [0.38, 0.48, -1.19], [-0.91, 0.81, -1.95], [-0.17, -0.65, 2.68], [-1.09, 1.28, 2.73], [-0.10, -1.55, -1.41], [0.35, 1.12, -0.30], [1.74, 1.58, -2.44], [-0.95, 0.22, -2.88], [1.64, -0.11, -2.89], [1.17, -1.27, -0.38], [0.58, 1.21, 3.52], [-0.89, 1.87, -2.25], [-0.41, -0.94, 0.16], [-1.32, -2.22, 2.20], [0.67, -1.28, 2.97], [2.52, 0.41, -1.40], [-1.80, 0.69, -1.34], [-1.99, -0.73, 2.01]]}



The most stable of them is model two.



Model one:
{"formula": "C2H9OS", "method": "ωB97M-V/def2-TZVPD", "orbital_gap_ev": 12.04, "charge": 1, "elements": ["S", "O", "C", "C", "H", "H", "H", "H", "H", "H", "H", "H", "H"], "positions_angstrom": [[-0.68, -0.33, -0.72], [1.49, -2.06, 1.37], [-1.72, 1.14, -1.00], [0.89, 0.45, -0.28], [-2.50, 0.93, -1.74], [-1.06, 1.92, -1.36], [1.41, 0.73, -1.17], [-0.98, -0.55, 0.58], [1.34, -0.34, 0.33], [-2.13, 1.43, -0.04], [1.31, -2.97, 1.64], [2.01, -1.69, 2.11], [0.63, 1.34, 0.27]]}



Model two:
{"formula": "C2H9OS", "method": "ωB97M-V/def2-TZVPD", "orbital_gap_ev": 9.66, "charge": 1, "elements": ["S", "O", "C", "C", "H", "H", "H", "H", "H", "H", "H", "H", "H"], "positions_angstrom": [[1.39, -0.07, -0.72], [2.01, 0.15, 2.21], [0.03, -0.95, -0.66], [-0.08, -2.16, -1.47], [2.87, -0.17, 2.51], [1.09, 0.89, 0.14], [-0.72, -1.97, -2.36], [-3.76, 4.88, -0.15], [-0.58, -2.97, -0.94], [1.78, 0.79, 2.90], [-0.77, -0.59, -0.01], [-4.14, 4.64, 0.46], [0.87, -2.47, -1.90]]}



The most stable of them is model one.



Model one:
{"formula": "C10H9N3", "method": "ωB97M-V/def2-TZVPD", "orbital_gap_ev": 5.32, "charge": 0, "elements": ["N", "N", "N", "C", "C", "C", "C", "C", "C", "C", "C", "C", "C", "H", "H", "H", "H", "H", "H", "H", "H", "H"], "positions_angstrom": [[0.59, -1.14, 0.28], [3.79, -1.63, 0.51], [0.33, 0.95, -0.67], [-0.96, 0.44, -0.32], [-0.68, -0.95, 0.25], [-2.91, -1.15, 1.21], [-3.00, 0.34, 1.04], [3.45, -0.63, -0.03], [-1.79, -1.71, 0.71], [-2.14, 1.11, 0.34], [2.80, 1.54, -1.45], [2.60, 0.38, -0.56], [1.26, 0.16, -0.32], [-2.17, 2.13, 0.31], [-3.74, 0.82, 1.66], [-3.63, -1.74, 1.75], [0.94, -2.14, 0.46], [3.84, 1.84, -1.64], [2.23, 1.49, -2.40], [-1.48, 0.29, -1.32], [2.27, 2.39, -1.02], [-1.63, -2.76, 1.22]]}



Model two:
{"formula": "C10H9N3", "method": "ωB97M-V/def2-TZVPD", "orbital_gap_ev": 9.37, "charge": 0, "elements": ["N", "N", "N", "C", "C", "C", "C", "C", "C", "C", "C", "C", "C", "H", "H", "H", "H", "H", "H", "H", "H", "H"], "positions_angstrom": [[2.55, 1.62, -0.26], [1.45, -2.93, -0.94], [2.91, 0.72, 0.84], [-0.33, 0.95, 1.07], [0.37, 0.88, -1.42], [-1.84, 0.14, -0.73], [-0.73, 1.17, -0.40], [1.65, 1.29, -1.07], [1.33, -2.11, -0.17], [-1.25, -1.12, 0.04], [2.20, -0.24, 0.89], [-0.21, -0.59, 1.12], [1.18, -0.98, 0.60], [-0.59, -1.70, -0.67], [-1.12, 1.31, 1.69], [-1.12, 2.19, -0.35], [-2.82, 0.49, -0.24], [-2.01, -1.86, 0.49], [0.12, 0.38, -2.29], [-2.03, -0.05, -1.81], [0.50, 1.37, 1.42], [-0.22, -0.94, 2.17]]}



The most stable of them is model one.



Model one:
{"formula": "C17H19N", "method": "ωB97M-V/def2-TZVPD", "orbital_gap_ev": 8.75, "charge": 0, "smiles": "CCc1c[nH]c2ccccc12.Cc1ccccc1", "elements": ["N", "C", "C", "C", "C", "C", "C", "C", "C", "C", "C", "C", "C", "C", "C", "C", "C", "C", "H", "H", "H", "H", "H", "H", "H", "H", "H", "H", "H", "H", "H", "H", "H", "H", "H", "H", "H"], "positions_angstrom": [[0.92, -1.98, -0.58], [1.53, -0.84, -0.17], [-1.03, 0.46, -2.50], [0.05, -1.66, -1.61], [-1.50, -0.96, 1.71], [-2.65, -0.77, 0.97], [0.48, -0.25, 2.99], [-2.36, 1.57, 1.21], [1.71, 1.45, -0.87], [3.30, 0.46, 0.72], [2.68, -0.77, 0.62], [-0.69, 0.12, 2.11], [2.77, 1.55, 0.03], [1.07, 0.21, -0.97], [-1.08, 1.39, 1.76], [-3.15, 0.53, 0.81], [0.11, -0.33, -1.89], [-1.50, 0.03, -3.88], [-1.16, -1.99, 1.77], [1.34, -2.90, -0.60], [-1.85, 0.65, -1.81], [1.27, 0.49, 3.07], [4.28, 0.57, 1.16], [-4.18, 0.58, 0.49], [-0.49, 2.26, 2.00], [0.13, -0.57, 3.96], [3.00, -1.75, 0.94], [-2.60, 0.04, -3.92], [-2.66, 2.58, 1.05], [-1.22, 0.76, -4.63], [1.44, 2.33, -1.43], [-1.26, -1.02, -4.03], [1.04, -1.05, 2.51], [-0.62, 1.49, -2.47], [3.24, 2.51, 0.05], [-3.09, -1.62, 0.47], [-0.48, -2.44, -2.12]]}



Model two:
{"formula": "C17H19N", "method": "ωB97M-V/def2-TZVPD", "orbital_gap_ev": 8.39, "charge": 0, "smiles": "CCc1c[nH]c2ccccc12.Cc1ccccc1", "elements": ["N", "C", "C", "C", "C", "C", "C", "C", "C", "C", "C", "C", "C", "C", "C", "C", "C", "C", "H", "H", "H", "H", "H", "H", "H", "H", "H", "H", "H", "H", "H", "H", "H", "H", "H", "H", "H"], "positions_angstrom": [[-0.44, 1.22, 2.13], [-1.20, -0.55, -1.46], [2.08, 2.99, -1.34], [0.55, 0.29, 1.85], [-3.59, -0.25, -0.61], [-1.16, -3.05, -0.25], [-2.32, -2.33, -0.30], [0.61, 2.74, -0.97], [0.74, -0.99, 2.41], [2.25, -0.13, 0.18], [1.73, -1.74, 1.82], [-2.36, -1.03, -0.90], [0.01, -2.49, -0.81], [1.15, 0.69, 0.64], [2.62, -1.30, 0.77], [-0.34, 2.28, 1.30], [0.59, 1.95, 0.27], [-0.01, -1.33, -1.51], [2.69, 2.12, -1.50], [-1.02, -4.04, 0.10], [0.24, -1.33, 3.29], [0.14, 2.13, -1.79], [1.95, -2.67, 2.37], [-0.95, 1.20, 2.99], [0.83, -3.17, -0.73], [0.79, -0.90, -2.10], [-3.38, 0.77, -0.27], [3.41, -2.04, 0.68], [-3.18, -2.90, 0.04], [2.30, 3.48, -2.28], [0.01, 3.63, -0.82], [-1.01, 0.42, -1.89], [2.82, 0.33, -0.62], [-4.25, -0.75, 0.09], [-4.20, -0.05, -1.51], [2.67, 3.55, -0.61], [-0.79, 3.26, 1.32]]}



The most stable of them is model one.



Model one:
{"formula": "C13H25O15", "method": "ωB97M-V/def2-TZVPD", "orbital_gap_ev": 6.13, "charge": -1, "elements": ["O", "O", "O", "O", "O", "O", "O", "O", "O", "O", "O", "O", "O", "O", "O", "C", "C", "C", "C", "C", "C", "C", "C", "C", "C", "C", "C", "C", "H", "H", "H", "H", "H", "H", "H", "H", "H", "H", "H", "H", "H", "H", "H", "H", "H", "H", "H", "H", "H", "H", "H", "H", "H"], "positions_angstrom": [[1.08, 2.88, -0.36], [0.40, -2.01, -1.06], [-0.32, 1.34, -0.09], [-2.77, 1.29, 2.87], [1.56, 1.93, -5.81], [-0.59, 2.35, -6.51], [0.52, 1.13, 3.26], [2.40, -3.06, -1.77], [0.01, 3.26, -4.68], [0.77, -0.48, 4.91], [1.23, 0.95, -1.59], [1.60, -0.85, 2.91], [-3.50, -0.20, 4.49], [1.06, -4.06, -0.41], [-2.59, -1.06, 2.73], [0.69, 1.77, -0.68], [0.81, 3.47, -3.55], [-3.72, 0.76, 5.45], [2.78, -1.92, -2.55], [-0.39, 1.61, -7.63], [-2.93, 0.10, 3.31], [1.98, -0.51, 1.60], [-1.92, -0.97, 1.50], [0.90, 0.01, 3.70], [1.20, -2.92, -1.13], [-0.02, 0.27, 5.85], [-0.22, -4.40, 0.19], [0.44, 2.50, -5.71], [-1.03, 0.47, 5.47], [-4.57, 1.37, 5.15], [0.30, 4.16, -2.87], [-2.37, -0.28, 0.79], [-3.94, 0.13, 6.32], [0.06, -0.32, 6.76], [2.39, -1.93, -3.56], [-0.23, -4.09, 1.23], [-1.75, -1.98, 1.11], [1.15, -0.72, 0.93], [0.54, 1.97, -8.07], [-0.36, 0.54, -7.43], [-0.97, -0.50, 1.76], [2.82, -1.07, 1.19], [0.83, 0.11, -1.35], [2.26, 0.55, 1.53], [1.17, 2.56, -3.06], [3.87, -1.99, -2.59], [-1.24, 1.83, -8.28], [-2.84, 1.36, 5.70], [-1.14, -4.07, -0.29], [1.72, 4.02, -3.80], [0.52, 1.20, 6.01], [2.64, -1.00, -1.98], [-0.28, -5.49, 0.09]]}



Model two:
{"formula": "C13H25O15", "method": "ωB97M-V/def2-TZVPD", "orbital_gap_ev": 5.31, "charge": -1, "elements": ["O", "O", "O", "O", "O", "O", "O", "O", "O", "O", "O", "O", "O", "O", "O", "C", "C", "C", "C", "C", "C", "C", "C", "C", "C", "C", "C", "C", "H", "H", "H", "H", "H", "H", "H", "H", "H", "H", "H", "H", "H", "H", "H", "H", "H", "H", "H", "H", "H", "H", "H", "H", "H"], "positions_angstrom": [[7.49, 3.46, 4.30], [1.63, 0.44, -4.65], [0.77, 1.35, 4.25], [1.39, 1.09, -2.52], [-6.08, -4.61, -6.01], [-3.70, -0.04, -1.42], [-4.53, 1.25, 0.29], [3.01, 1.87, -3.79], [6.90, 5.03, 2.68], [-3.85, -5.02, -6.13], [-5.70, -0.32, -0.41], [-5.15, -6.62, -5.36], [2.72, 1.83, 5.32], [2.62, 0.02, 4.23], [6.69, 2.74, 2.54], [6.95, 3.87, 3.12], [-3.59, 2.28, 0.11], [7.87, 4.44, 5.24], [2.02, 1.12, -3.66], [1.94, 1.11, 4.55], [2.18, 2.93, 5.91], [-5.95, -1.68, -0.83], [-3.50, -3.71, -6.61], [-6.37, -7.27, -5.00], [-4.55, 0.22, -0.59], [-5.15, -5.37, -5.94], [2.00, -0.87, 3.22], [6.28, 2.67, 1.23], [2.97, 3.53, 6.36], [1.67, -0.40, 2.30], [0.59, 0.62, -2.79], [-6.14, -8.21, -4.52], [6.97, 2.21, 0.52], [8.72, 5.05, 4.95], [5.84, 3.57, 0.82], [-2.44, -3.54, -6.83], [-3.73, 3.10, 0.82], [-2.60, 1.85, 0.25], [1.16, -1.41, 3.65], [-7.08, -7.52, -5.79], [-6.81, -6.71, -4.17], [2.70, -1.60, 2.82], [7.03, 5.07, 5.54], [1.48, 2.56, 6.66], [8.14, 3.98, 6.19], [-4.13, -3.48, -7.47], [-5.06, -2.27, -1.06], [-3.82, -2.97, -5.88], [5.43, 1.99, 1.10], [-6.64, -1.57, -1.66], [1.65, 3.51, 5.16], [-6.59, -2.19, -0.10], [-3.66, 2.62, -0.92]]}



The most stable of them is model one.



Model one:
{"formula": "H39O20", "method": "ωB97M-V/def2-TZVPD", "orbital_gap_ev": 9.30, "charge": -1, "elements": ["O", "O", "O", "O", "O", "O", "O", "O", "O", "O", "O", "O", "O", "O", "O", "O", "O", "O", "O", "O", "H", "H", "H", "H", "H", "H", "H", "H", "H", "H", "H", "H", "H", "H", "H", "H", "H", "H", "H", "H", "H", "H", "H", "H", "H", "H", "H", "H", "H", "H", "H", "H", "H", "H", "H", "H", "H", "H", "H"], "positions_angstrom": [[3.84, -0.48, -4.05], [-3.90, 0.48, 2.99], [0.72, -3.23, -0.31], [-1.22, -1.34, -1.93], [-5.43, -1.67, 2.49], [-1.08, 4.13, -1.96], [2.76, 2.15, 0.90], [-1.80, -5.87, -0.38], [4.27, -1.96, -1.61], [-3.76, 3.27, -0.99], [4.05, 2.44, 3.23], [0.73, 1.36, -0.50], [-2.49, -1.52, 0.46], [2.66, -1.80, 3.53], [0.07, -0.80, 1.91], [4.11, 0.36, -0.71], [0.43, 4.92, 1.20], [1.46, -0.92, -1.11], [-1.97, 1.90, 1.09], [-3.71, -1.85, -3.59], [3.82, -1.34, -4.14], [-5.33, -1.55, 1.48], [3.49, 2.35, 0.23], [3.81, -1.22, -1.21], [1.27, -2.39, -0.36], [-1.44, 2.54, 0.46], [1.30, 4.65, 0.98], [2.11, -1.27, 4.19], [1.59, 0.01, -1.02], [-2.77, -1.03, -0.28], [3.82, 2.59, 2.30], [0.16, -0.63, 0.97], [0.47, 2.08, -0.91], [-0.77, -5.69, -0.20], [-3.69, -2.72, -3.13], [0.57, -0.96, -1.33], [0.13, -2.97, 0.40], [1.94, -2.32, 3.21], [-3.12, -0.23, 3.17], [3.98, -0.26, -3.18], [-1.54, -1.31, 0.32], [3.72, -2.65, -1.98], [-3.38, -0.90, -3.11], [-2.05, 4.29, -2.09], [-0.39, -0.93, -1.98], [4.06, 1.58, 3.11], [3.28, 0.68, -0.31], [-3.46, 1.23, 2.84], [-2.34, -5.00, 0.03], [-4.55, -1.83, 2.36], [-3.37, 2.68, -0.22], [-1.10, 3.17, -1.72], [-0.16, 4.21, 1.21], [-4.13, 3.96, -0.38], [-1.53, 0.98, 0.91], [4.47, 1.17, -1.05], [0.94, -0.96, 2.31], [1.80, 1.75, 0.49], [-1.35, -1.34, -3.05]]}



Model two:
{"formula": "H39O20", "method": "ωB97M-V/def2-TZVPD", "orbital_gap_ev": 9.17, "charge": -1, "elements": ["O", "O", "O", "O", "O", "O", "O", "O", "O", "O", "O", "O", "O", "O", "O", "O", "O", "O", "O", "O", "H", "H", "H", "H", "H", "H", "H", "H", "H", "H", "H", "H", "H", "H", "H", "H", "H", "H", "H", "H", "H", "H", "H", "H", "H", "H", "H", "H", "H", "H", "H", "H", "H", "H", "H", "H", "H", "H", "H"], "positions_angstrom": [[-3.28, -2.71, 3.01], [2.16, -3.92, -0.01], [1.78, -0.84, -1.26], [-1.18, -1.17, 2.47], [4.51, 2.23, -0.93], [0.36, 3.03, -4.16], [0.66, 1.36, -0.71], [-2.88, -4.53, -0.79], [0.96, -2.16, -3.26], [1.04, 1.42, 1.74], [-0.46, -3.79, 2.38], [-0.31, 5.00, 1.46], [4.56, -0.44, 1.05], [-1.77, -0.25, -4.48], [2.29, -1.94, 2.08], [-2.78, -0.77, -0.46], [-5.91, -1.43, 0.39], [0.28, 3.90, -0.92], [-1.91, 1.17, 1.43], [2.45, 5.14, 0.92], [2.33, 4.22, 0.71], [0.07, 4.09, 1.46], [-1.76, -1.57, 3.20], [2.48, -3.67, 0.84], [1.11, 1.03, 0.79], [-0.93, -4.62, 2.37], [2.19, -1.56, 1.20], [-0.16, 2.67, -3.43], [-6.01, -0.59, -0.09], [-1.34, 0.61, -4.66], [4.69, -0.05, 0.14], [-2.93, -0.46, 0.42], [1.13, -1.52, -1.05], [3.63, -0.10, 1.21], [0.37, 4.22, -1.81], [-2.47, -0.03, -0.99], [-1.30, 0.42, 1.55], [1.43, -2.20, -2.39], [-3.75, -4.19, -0.99], [0.31, 2.02, 1.58], [0.87, -1.25, -3.60], [-5.03, -1.50, 0.78], [-2.26, -3.97, -1.29], [0.80, 3.68, -3.59], [-2.52, -2.74, 2.45], [-0.29, 1.15, -0.68], [1.72, 5.41, 1.48], [1.29, 0.04, -1.07], [3.97, 2.13, -0.13], [-4.13, -2.37, 2.73], [-2.45, 1.76, 1.95], [-0.68, -1.98, 2.30], [5.38, 2.51, -0.61], [0.39, -3.71, 1.93], [2.02, -1.22, 2.65], [0.36, 2.90, -0.85], [-0.93, -0.73, -4.44], [-0.06, 5.01, 0.52], [1.91, -3.14, -0.51]]}



The most stable of them is model two.